Entry 1:
Here is a structure of composition CBr3O3S at a distorted geometry from the Open Molecules 2025 dataset. Energies are from ωB97M-V/def2-TZVPD.

* net charge: -1
* Kohn-Sham gap: 7.79 eV
* relative energy (zero: lowest compared OMol25 entry of this formula, charge and spin): 276.2 kJ/mol
* E_HOMO: -5.3474 eV
* E: -8384.03633 Eh

CARTESIAN COORDINATES (ANGSTROEM)
1 C 2.01526 1.94179 0.82159
2 O -0.21926 -1.93718 0.67097
3 O 0.35308 -0.59024 -1.31334
4 O -1.50686 -2.15532 -1.38847
5 S -0.64354 -1.33822 -0.57173
6 Br 0.93936 3.45874 0.65292
7 Br -2.04358 0.23512 0.08947
8 Br 1.10554 0.38531 1.03859

=====

Entry 2:
Here is a cluster of 5 separate species, C27H33FN6OPS in total at a distorted geometry from the Open Molecules 2025 dataset. Energies are from ωB97M-V/def2-TZVPD.

* net charge: +1
* Kohn-Sham gap: 7.08 eV
* E_HOMO: -11.2363 eV
* E: -2291.48696 Eh

CARTESIAN COORDINATES (ANGSTROEM)
1 C -0.21149 -1.92908 -1.04802
2 C 1.11431 -1.37594 -1.61897
3 P 1.85381 0.00089 -0.67332
4 C 0.62287 1.02151 0.21944
5 C 0.51295 2.52886 -0.19285
6 N 2.71470 1.10771 -1.92369
7 C 3.83026 1.86156 -1.29760
8 C 3.94525 3.22067 -1.95795
9 O 3.05058 3.98712 -2.06822
10 F 5.14655 3.47571 -2.45154
11 N 3.28820 0.21004 -2.92714
12 C 2.73886 0.25912 -4.04124
13 S 2.01664 0.08021 -5.37840
14 H -0.03992 -2.89611 -0.57990
15 H -0.91744 -2.05839 -1.86597
16 H -0.69750 -1.29411 -0.30845
17 H 0.96014 -1.16340 -2.68111
18 H 1.85605 -2.17708 -1.59256
19 H -0.38453 0.61264 0.19909
20 H 0.93990 1.00257 1.25997
21 H 1.32567 2.88929 -0.81784
22 H -0.43861 2.70169 -0.69166
23 H 0.49331 3.13749 0.70894
24 H 2.08556 1.75387 -2.41550
25 H 4.75720 1.31635 -1.45609
26 H 3.68713 1.94409 -0.22151
27 N -1.59666 -0.47802 -4.34008
28 C -2.22363 -1.14352 -5.31014
29 C -3.00491 -0.53249 -6.27955
30 C -3.14812 0.84473 -6.24055
31 C -2.50613 1.55401 -5.23726
32 C -1.74757 0.84714 -4.31923
33 H -2.09093 -2.21968 -5.30426
34 H -3.48894 -1.12404 -7.04391
35 H -3.75087 1.35755 -6.97850
36 H -2.59206 2.62958 -5.16742
37 H -1.22797 1.36355 -3.51689
38 N -1.83533 -0.51190 1.87517
39 C -3.12337 -0.16933 1.82836
40 C -3.97134 -0.22290 2.92309
41 C -3.45437 -0.65815 4.13219
42 C -2.11959 -1.02365 4.19875
43 C -1.35676 -0.93148 3.04689
44 H -3.48757 0.16577 0.86301
45 H -5.00712 0.07228 2.82884
46 H -4.08255 -0.71143 5.01243
47 H -1.67764 -1.36758 5.12344
48 H -0.30625 -1.20327 3.05706
49 N -1.79363 3.12200 6.00234
50 C -1.99725 4.27856 6.63059
51 C -3.25552 4.79911 6.89537
52 C -4.36555 4.08112 6.48250
53 C -4.17221 2.87600 5.82617
54 C -2.87254 2.44306 5.61397
55 H -1.10342 4.81114 6.93608
56 H -3.35982 5.74292 7.41234
57 H -5.36436 4.45378 6.66978
58 H -5.01104 2.28292 5.48643
59 H -2.67626 1.50569 5.10874
60 N 3.12858 -4.39633 -0.95227
61 C 4.03340 -4.46689 -1.92885
62 C 5.23601 -5.14572 -1.81705
63 C 5.52031 -5.78647 -0.62198
64 C 4.59294 -5.72315 0.40490
65 C 3.41793 -5.02034 0.18944
66 H 3.77465 -3.95132 -2.84831
67 H 5.93008 -5.17157 -2.64565
68 H 6.44873 -6.32748 -0.49382
69 H 4.77347 -6.20944 1.35333
70 H 2.66476 -4.95208 0.96657